C93H213N7O17 | ωB97M-V/def2-TZVPD

## Properties
* total energy: -145120.609 eV
* Kohn-Sham gap: 8.2 eV
* maximum force: 4.64 eV/A
* ΔE to the lowest compared entry with this formula, charge and spin: 2.968 eV

The geometry in XYZ format:
```
330
Properties=species:S:1:pos:R:3:mulliken_charge:R:1
C -0.8686 1.9383 -4.9366 -0.191
C -1.8712 2.2997 -5.9896 1.461
C -1.4675 1.9399 -7.4360 -1.478
C -1.7737 0.4744 -7.7496 -0.073
C -3.1644 0.1608 -7.3768 -1.527
C -3.6092 0.4428 -5.8965 1.824
N -3.2700 1.8571 -5.6408 0.018
O -3.7235 2.3639 -4.4725 -0.161
C -5.1010 0.3090 -5.7974 -1.938
C -3.0000 -0.5944 -4.8667 1.659
C -1.9428 3.8759 -6.0972 -2.081
H -1.1628 1.7636 -3.9018 0.043
H -0.0185 2.6142 -4.8429 0.251
H -0.5592 0.9408 -5.2486 -0.587
H -2.0794 2.5386 -8.1108 0.369
H -0.4086 2.1640 -7.5648 0.525
H -1.0896 -0.1379 -7.1621 -0.203
H -1.5210 0.2772 -8.7914 0.525
H -3.4413 -0.8607 -7.6373 0.490
H -3.8203 0.6538 -8.0943 0.391
H -5.4938 0.8363 -4.9280 0.457
H -5.5540 0.7358 -6.6922 0.565
H -5.3886 -0.7410 -5.7445 0.196
H -3.5793 -0.5036 -3.9479 -1.002
H -2.8426 -1.5675 -5.3319 -0.382
H -2.0103 -0.3600 -4.4749 -0.917
H -1.0003 4.2280 -6.5165 0.494
H -2.1027 4.4616 -5.1920 0.307
H -2.6791 4.2938 -6.7837 0.505
H -4.3213 3.0245 -4.8301 0.387
C -2.9343 4.3708 3.2094 -1.536
C -4.0977 3.3458 3.5275 2.014
C -3.4061 1.9026 3.5575 -0.999
C -2.5432 1.5897 4.7250 0.980
C -3.3547 1.8649 6.0602 -1.390
C -4.1660 3.2599 6.1323 1.520
N -4.7771 3.4927 4.8020 0.335
O -5.5394 4.6652 4.8496 -0.501
C -5.2113 3.2228 7.3178 -2.095
C -3.1755 4.2847 6.5806 -1.610
C -5.1660 3.3918 2.3685 -1.279
H -3.3139 5.3891 3.2936 0.561
H -2.4309 4.2279 2.2532 0.387
H -2.0762 4.2227 3.8650 -0.265
H -4.2139 1.1708 3.5484 0.665
H -2.7730 1.7314 2.6869 -0.343
H -1.6278 2.1796 4.7703 -0.562
H -2.2447 0.5417 4.6969 0.071
H -2.5458 1.9507 6.7858 0.272
H -3.9948 1.0385 6.3692 0.372
H -4.8101 2.9119 8.2824 0.376
H -5.5839 4.2339 7.4822 0.480
H -6.0397 2.5344 7.1505 0.448
H -2.1852 4.2819 6.1252 0.056
H -3.5186 5.3187 6.6151 0.324
H -2.9900 3.9810 7.6108 0.561
H -5.1986 4.4245 2.0212 0.330
H -6.1199 2.8937 2.5416 0.604
H -4.8234 2.8165 1.5084 -0.332
H -6.3896 4.2541 5.0221 0.362
C -0.7483 -2.7145 -1.6146 -0.602
C -1.1209 -1.5869 -0.6899 2.290
C -0.9459 -2.1110 0.8076 -1.575
C -0.8703 -0.9868 1.8397 1.302
C 0.3589 -0.1444 1.6279 -0.776
C 0.3692 0.3864 0.1669 2.487
N -0.1296 -0.5492 -0.9250 0.267
O -0.2723 0.0406 -2.2591 1.605
C -0.5135 1.6395 0.2000 -0.950
C 1.7812 0.7557 -0.1953 0.279
C -2.6151 -1.1047 -0.9195 -0.223
H -0.7533 -2.3516 -2.6424 -1.220
H -1.3478 -3.6220 -1.5429 0.763
H 0.2780 -2.9727 -1.3534 0.042
H -1.7580 -2.7905 1.0665 0.669
H -0.0395 -2.7164 0.7986 -0.504
H -0.7499 -1.3772 2.8502 0.349
H -1.7581 -0.3839 1.6487 -1.030
H 1.2547 -0.7228 1.8536 -0.801
H 0.2564 0.6918 2.3196 0.670
H -0.2316 2.2294 1.0722 0.201
H -0.4664 2.2577 -0.6965 -0.634
H -1.5700 1.3760 0.2515 -0.253
H 2.4879 -0.0343 -0.4496 -0.231
H 1.7752 1.4663 -1.0218 -0.472
H 2.2681 1.3204 0.5998 -0.389
H -2.9480 -0.9913 -1.9513 -0.269
H -2.8307 -0.1692 -0.4032 -0.164
H -3.3356 -1.8146 -0.5133 -0.067
H -1.0788 0.5523 -2.1627 -0.310
C 5.1938 -7.9738 -1.3456 -2.223
C 4.1959 -6.8665 -1.8128 1.790
C 4.7360 -6.3153 -3.2040 -1.493
C 3.7927 -5.5277 -4.0774 0.606
C 2.4572 -6.3181 -4.2719 -1.459
C 1.8330 -6.7738 -2.8809 1.603
N 2.8824 -7.4749 -2.0201 0.395
O 2.3820 -8.1224 -0.8642 -0.476
C 1.1738 -5.5217 -2.1909 0.185
C 0.6663 -7.8279 -3.2097 -1.381
C 4.2340 -5.6664 -0.7780 -1.369
H 4.9129 -8.4539 -0.4082 0.337
H 6.2700 -7.8163 -1.4175 0.333
H 4.9761 -8.8244 -1.9915 0.585
H 5.4257 -5.5031 -2.9743 0.417
H 5.2746 -7.0934 -3.7449 0.311
H 4.2228 -5.2829 -5.0486 0.652
H 3.5725 -4.5011 -3.7846 -0.767
H 2.6801 -7.2586 -4.7757 0.471
H 1.7592 -5.7292 -4.8669 0.335
H 0.2598 -5.1842 -2.6795 -0.554
H 0.8710 -5.6940 -1.1581 0.293
H 1.7180 -4.5786 -2.2418 -0.529
H 0.8159 -8.6243 -3.9388 0.440
H 0.2938 -8.3233 -2.3131 0.401
H -0.2071 -7.3065 -3.6013 -0.158
H 3.5469 -4.9256 -1.1869 -0.158
H 5.2147 -5.2368 -0.5738 0.589
H 3.9334 -6.0367 0.2021 0.380
H 2.2030 -9.0157 -1.1669 0.365
C 6.8280 -1.5242 -0.1596 -1.871
C 5.4188 -1.0349 -0.0703 1.791
C 5.1559 -0.1874 1.2373 0.407
C 5.6810 1.2607 1.2864 -1.313
C 5.3166 1.9691 -0.0057 -0.351
C 5.5915 1.1506 -1.3009 1.853
N 5.0023 -0.2033 -1.1403 1.952
O 4.9975 -0.9324 -2.3313 -0.827
C 4.8125 1.8902 -2.4318 -2.257
C 7.0681 1.2620 -1.6231 -1.884
C 4.5101 -2.2823 -0.0018 -2.768
H 7.5714 -0.7284 -0.2070 0.488
H 6.8842 -2.3149 -0.9077 0.346
H 7.0557 -2.1730 0.6861 0.417
H 4.1114 -0.1895 1.5490 -1.229
H 5.7424 -0.5978 2.0593 0.909
H 6.7593 1.1414 1.3926 0.437
H 5.3669 1.7750 2.1946 0.269
H 6.0185 2.8030 -0.0134 0.768
H 4.3083 2.3766 -0.0791 -0.826
H 4.9870 2.9659 -2.4561 0.890
H 4.9312 1.4610 -3.4267 0.618
H 3.7626 1.7005 -2.2087 -0.536
H 7.4277 0.2775 -1.9226 0.407
H 7.2603 1.9429 -2.4523 0.438
H 7.7549 1.5414 -0.8241 0.322
H 4.5755 -2.9177 -0.8851 0.871
H 3.4278 -2.1530 0.0042 -0.331
H 4.7304 -2.7780 0.9436 0.568
H 4.0621 -1.1242 -2.4313 -0.132
C 1.0457 5.1524 2.1823 -0.653
C 1.5779 6.2146 3.2455 1.584
C 1.5968 5.5042 4.6190 -1.258
C 2.7502 4.4702 4.7543 0.807
C 4.1224 5.1217 4.4695 -1.460
C 4.1913 5.8202 3.0957 2.004
N 2.9433 6.6233 2.8537 0.317
O 2.9375 7.4300 1.7669 -0.582
C 5.3434 6.8291 3.2680 -2.253
C 4.4913 4.7867 1.9463 -1.303
C 0.6405 7.4837 3.4097 -1.929
H 0.2268 4.5527 2.5795 -0.160
H 1.7454 4.3317 2.0244 -0.024
H 0.8305 5.4627 1.1598 0.390
H 1.7246 6.3648 5.2756 0.571
H 0.6714 4.9672 4.8277 0.046
H 2.6104 3.5874 4.1304 -0.402
H 2.6758 4.1828 5.8031 0.084
H 4.6954 4.1981 4.3868 0.325
H 4.4046 5.6889 5.3564 0.485
H 5.3321 7.4838 4.1393 0.457
H 6.3162 6.3400 3.3187 0.420
H 5.3921 7.5850 2.4842 0.356
H 3.9796 3.8260 2.0052 -0.334
H 4.4051 5.1349 0.9170 0.242
H 5.5625 4.6035 2.0302 0.660
H -0.3185 7.1335 3.7913 0.356
H 0.4884 7.8741 2.4034 0.354
H 1.0576 8.2627 4.0480 0.428
H 2.7574 6.7823 1.0815 0.385
C 2.7315 5.0450 -1.6298 -0.427
C 2.1174 5.3342 -3.0451 2.087
C 0.5889 5.1083 -3.0425 -0.161
C -0.2283 6.2350 -2.4590 -0.482
C 0.1346 7.5631 -3.2073 -1.532
C 1.6573 7.8987 -3.1045 1.669
N 2.4451 6.7015 -3.5230 0.461
O 3.8129 6.9498 -3.5940 -0.464
C 1.9805 8.9976 -4.1711 -1.897
C 1.8931 8.2754 -1.5830 -1.645
C 2.6491 4.3054 -3.9996 -1.802
H 3.8126 5.1622 -1.5551 0.843
H 2.3737 4.0745 -1.2858 -0.472
H 2.3899 5.7194 -0.8446 -0.532
H 0.2717 5.0136 -4.0810 0.326
H 0.3215 4.1808 -2.5363 -0.624
H -0.0256 6.2635 -1.3884 -0.107
H -1.2925 6.0008 -2.4838 0.510
H -0.4540 8.3365 -2.7139 0.577
H -0.2754 7.5096 -4.2158 0.340
H 3.0191 9.2366 -3.9425 0.447
H 2.0685 8.5656 -5.1680 0.378
H 1.3358 9.8739 -4.2379 0.375
H 2.9509 8.1486 -1.3524 0.351
H 1.5638 9.3022 -1.4240 0.565
H 1.4629 7.6559 -0.7961 0.138
H 2.2424 4.4781 -4.9960 0.596
H 2.4213 3.2774 -3.7180 -0.334
H 3.7188 4.4087 -4.1822 0.582
H 3.9956 6.7283 -4.5101 0.377
C -0.4969 -2.3603 7.5080 -1.314
C -1.5914 -2.2181 6.4496 1.632
C -2.4066 -3.4784 6.1920 -1.767
O -2.4462 -1.1792 6.8353 -0.372
H -0.9078 -2.1811 8.5015 0.377
H 0.1714 -1.5160 7.3389 0.493
H 0.1211 -3.2580 7.5250 0.361
H -1.1415 -1.9350 5.4980 -0.725
H -1.8081 -4.2377 5.6888 0.318
H -3.2612 -3.2511 5.5547 0.406
H -2.8925 -3.9075 7.0683 0.356
H -2.4330 -1.3008 7.7875 0.311
C -3.4746 -8.2832 -1.6489 -1.702
C -3.5509 -7.2811 -0.5820 0.950
C -2.1710 -7.0141 0.0289 -0.960
O -3.9672 -6.1069 -1.2424 0.101
H -2.7051 -8.1852 -2.4146 0.183
H -4.3516 -8.4510 -2.2740 0.422
H -3.3335 -9.2604 -1.1871 0.444
H -4.3081 -7.5021 0.1704 0.380
H -1.7561 -7.9544 0.3921 0.494
H -2.1762 -6.3248 0.8732 0.281
H -1.5986 -6.6518 -0.8250 -0.130
H -4.3461 -5.4983 -0.6040 0.086
C 3.9125 -4.6498 2.9297 -1.344
C 2.4896 -4.0226 2.9610 2.750
C 1.5321 -5.0753 2.4025 -1.207
O 2.0354 -3.8185 4.2939 -0.531
H 4.2279 -4.9765 1.9388 -0.043
H 3.8385 -5.5253 3.5747 0.728
H 4.6392 -3.9294 3.3052 0.305
H 2.2776 -3.1342 2.3661 -1.352
H 1.7371 -5.3773 1.3755 -0.082
H 0.5442 -4.6207 2.3281 0.297
H 1.4814 -5.9700 3.0231 0.437
H 2.6154 -4.3548 4.8394 0.329
C -1.7137 -6.0127 -5.9748 -1.806
C -2.3689 -5.4154 -4.7055 2.037
C -3.1005 -4.0720 -4.9197 -1.034
O -3.2539 -6.3926 -4.2977 -0.669
H -0.9365 -5.3519 -6.3587 0.295
H -2.4981 -6.1072 -6.7258 0.446
H -1.1782 -6.9545 -5.8551 0.382
H -1.5652 -5.3011 -3.9782 -0.896
H -2.9350 -3.4555 -4.0362 -0.070
H -4.1537 -4.0938 -5.1997 0.298
H -2.6629 -3.5655 -5.7800 0.621
H -3.5304 -6.1754 -3.4044 0.106
C -5.3224 -4.5853 2.8188 -1.662
C -5.5805 -3.6891 1.6043 0.616
C -5.0420 -2.2926 1.7115 -0.542
O -5.1526 -4.1447 0.3040 -0.288
H -5.6418 -5.6117 2.6380 0.427
H -5.8375 -4.1772 3.6884 0.386
H -4.2382 -4.6980 2.8153 0.288
H -6.6664 -3.6265 1.5330 0.202
H -3.9541 -2.2367 1.7473 -0.099
H -5.4275 -1.8247 2.6173 0.719
H -5.3009 -1.5663 0.9410 -0.107
H -5.4803 -3.4782 -0.3042 -0.356
C 0.5208 1.4509 6.7689 -0.598
C 1.8074 1.5843 7.5829 1.210
C 1.7034 1.8452 9.0340 -1.825
O 2.3797 0.3313 7.4943 -0.600
H -0.1521 2.3061 6.7069 0.585
H -0.1674 0.7195 7.1927 0.061
H 0.5951 1.0491 5.7584 0.009
H 2.3834 2.3796 7.1096 -0.262
H 2.6820 1.7831 9.5100 0.421
H 1.0017 1.1878 9.5473 0.372
H 1.4253 2.8945 9.1331 0.376
H 2.3685 0.0552 6.5749 -0.027
C 0.7029 -2.3484 -5.1025 -0.224
C 1.9808 -1.6795 -4.4804 0.118
C 2.1946 -0.2124 -4.7213 -0.611
O 1.9332 -1.8484 -3.1455 2.494
H 0.3613 -3.1036 -4.3947 -0.518
H 0.9042 -2.8410 -6.0537 0.634
H -0.0512 -1.5711 -5.2264 -0.445
H 2.8838 -2.2064 -4.7888 0.519
H 1.2951 0.2927 -4.3695 -0.297
H 2.2557 -0.0144 -5.7915 0.552
H 3.1006 0.1795 -4.2590 -0.143
H 1.1075 -1.4423 -2.8716 -1.723
C -6.2666 1.1299 0.0030 -1.236
C -6.0328 1.6586 -1.3426 0.878
C -5.1485 2.9106 -1.2534 -1.514
O -5.2858 0.7760 -2.2038 0.104
H -5.3510 0.7833 0.4821 0.020
H -6.9732 0.3000 0.0120 0.288
H -6.5258 1.9872 0.6243 0.584
H -7.0175 1.8258 -1.7792 0.259
H -4.1463 2.7578 -0.8531 -0.034
H -5.7808 3.6164 -0.7146 0.572
H -5.0757 3.3934 -2.2280 0.441
H -5.0170 1.2525 -2.9927 -0.371
C -5.8395 -3.8910 -2.7012 -1.890
C -6.1058 -2.3808 -2.7066 3.526
C -7.5155 -1.9261 -3.0691 -1.741
O -5.7822 -1.9446 -1.4200 -0.121
H -6.0632 -4.2395 -3.7095 0.536
H -6.5799 -4.2912 -2.0086 0.518
H -4.7906 -4.0609 -2.4580 -0.012
H -5.4037 -1.9373 -3.4127 -1.446
H -7.5709 -0.8375 -3.0609 0.319
H -8.2133 -2.3931 -2.3741 0.357
H -7.8798 -2.2648 -4.0390 0.384
H -5.5124 -1.0279 -1.5116 -0.587
C 3.6607 0.7305 4.1986 -0.246
C 3.4960 -0.8071 4.5669 1.450
C 4.5080 -1.1661 5.6862 -1.723
O 2.1341 -0.9460 5.0567 0.081
H 3.2705 1.1501 3.2714 -0.335
H 4.7212 0.9814 4.2220 0.533
H 3.1782 1.3695 4.9381 0.104
H 3.4667 -1.3662 3.6317 -0.670
H 5.5062 -0.8829 5.3525 0.471
H 4.5841 -2.2263 5.9276 0.360
H 4.3487 -0.5721 6.5862 0.320
H 1.9073 -1.8783 5.0244 -0.045
```